1.
{
  "formula": "C31H47F10N3O2PRuS2Si2Te",
  "method": "ωB97M-V with the def2-TZVPD basis set",
  "relative_energy_kcal_mol": 0.0,
  "homo_lumo_gap_ev": [8.15, 5.64],
  "multiplicity": 5,
  "s2": 6.026,
  "e_homo_ev": [-10.382, -10.520],
  "charge": 1,
  "e_tot_ha": -4602.3146,
  "elements": ["Ru", "C", "N", "C", "C", "N", "C", "C", "F", "C", "F", "C", "F", "C", "F", "C", "F", "C", "C", "N", "C", "C", "F", "C", "F", "C", "F", "C", "F", "C", "F", "H", "H", "H", "H", "H", "H", "H", "H", "H", "H", "H", "C", "C", "C", "O", "P", "S", "S", "O", "C", "C", "C", "H", "H", "H", "H", "H", "H", "H", "H", "H", "H", "H", "H", "H", "H", "C", "Si", "C", "C", "C", "Te", "C", "Si", "C", "C", "C", "H", "H", "H", "H", "H", "H", "H", "H", "H", "H", "H", "H", "H", "H", "H", "H", "H", "H", "H", "H", "H", "H"],
  "coordinates": [[-1.0234, -0.6504, 1.2212], [-1.0697, -0.7295, 4.1963], [-0.2532, -1.2666, 3.0840], [-0.3324, -2.7446, 3.0736], [-1.6810, -3.1852, 2.4790], [-2.2599, -2.0814, 1.7125], [-3.6308, -2.0505, 1.5276], [-4.2912, -0.8309, 1.3958], [-3.5842, 0.3118, 1.5302], [-5.6499, -0.7260, 1.1706], [-6.2176, 0.4716, 1.0676], [-6.4207, -1.8751, 1.0760], [-7.7308, -1.7946, 0.8699], [-5.8037, -3.1086, 1.2108], [-6.5190, -4.2256, 1.1042], [-4.4386, -3.1873, 1.4256], [-3.8963, -4.4157, 1.4928], [1.1189, -0.7356, 3.1186], [1.0652, 0.7662, 2.9182], [0.1012, 1.1042, 1.8519], [-0.2055, 2.4616, 1.7845], [-1.2879, 2.9267, 1.0232], [-2.0964, 2.0627, 0.4034], [-1.6022, 4.2636, 0.8665], [-2.6516, 4.6079, 0.1247], [-0.8377, 5.2409, 1.4798], [-1.1260, 6.5288, 1.3277], [0.2247, 4.8342, 2.2643], [0.9883, 5.7384, 2.8702], [0.5268, 3.4880, 2.4046], [1.6241, 3.2238, 3.1425], [-0.5624, -0.9267, 5.1460], [-2.0395, -1.2215, 4.1924], [-1.2232, 0.3416, 4.0762], [-0.1997, -3.1244, 4.0913], [0.4888, -3.1081, 2.4572], [-2.3744, -3.5059, 3.2608], [-1.4974, -4.0441, 1.8261], [1.6715, -1.2234, 2.3114], [1.6100, -0.9776, 4.0678], [2.0771, 1.1199, 2.6968], [0.7714, 1.2547, 3.8520], [-2.5873, -5.0813, -2.6444], [-3.0423, -4.0613, -1.6221], [-3.9396, -2.9848, -2.1934], [-1.8803, -3.5038, -0.9145], [-0.9325, -2.3298, -1.3601], [0.6861, -2.4312, -0.2054], [-1.7224, -0.4816, -1.1041], [-0.7167, -2.6582, -2.8824], [-0.2582, -1.8781, -4.0298], [0.9014, -0.9781, -3.6784], [-1.4257, -1.1449, -4.6492], [-3.4505, -5.6602, -2.9732], [-1.8638, -5.7668, -2.2065], [-2.1393, -4.6045, -3.5133], [-3.5626, -4.5757, -0.8153], [-3.4512, -2.4425, -3.0036], [-4.2461, -2.2675, -1.4323], [-4.8319, -3.4610, -2.6004], [0.0777, -2.6651, -4.7066], [0.5657, -0.1615, -3.0392], [1.3062, -0.5459, -4.5941], [1.6934, -1.5279, -3.1704], [-1.7986, -0.3572, -3.9940], [-2.2393, -1.8299, -4.8819], [-1.0952, -0.6866, -5.5816], [4.4694, -0.7467, 2.5360], [4.8683, 0.4252, 1.1315], [4.7675, 2.1896, 1.7155], [6.5663, 0.0543, 0.4651], [3.7166, 0.0692, -0.3303], [1.7508, 0.7964, -0.5882], [2.1767, 2.8650, -0.7022], [1.7471, 3.5486, -2.4204], [-0.0447, 3.1500, -2.7677], [2.8792, 2.7336, -3.6597], [2.0303, 5.3842, -2.3728], [5.3971, -1.0047, 3.0486], [4.0268, -1.6808, 2.1875], [3.8053, -0.3057, 3.2800], [5.3814, 2.2950, 2.6119], [3.7555, 2.4995, 1.9774], [5.1586, 2.8876, 0.9741], [7.3146, 0.1874, 1.2478], [6.8294, 0.7144, -0.3618], [6.6396, -0.9746, 0.1106], [3.5996, -1.0141, -0.4267], [4.2228, 0.4049, -1.2421], [3.2278, 3.0024, -0.4483], [1.5751, 3.3617, 0.0596], [-0.3433, 2.1600, -2.4037], [-0.2555, 3.1713, -3.8372], [-0.6973, 3.8844, -2.2934], [2.8922, 1.6444, -3.5648], [3.9019, 3.0942, -3.5383], [2.5679, 2.9627, -4.6794], [1.4072, 5.8663, -1.6178], [1.7848, 5.8316, -3.3369], [3.0723, 5.6203, -2.1542]],
  "atomic_forces_ev_per_a": [[0.028, -0.001, 0.201], [-0.006, -0.006, -0.013], [-0.089, 0.047, 0.044], [0.071, 0.016, -0.039], [0.080, -0.112, -0.071], [0.126, 0.232, 0.132], [0.107, -0.247, -0.177], [-0.092, 0.248, 0.010], [-0.114, -0.223, 0.025], [-0.031, -0.024, -0.008], [0.023, -0.063, 0.003], [0.006, 0.019, 0.026], [0.100, -0.002, -0.005], [-0.020, 0.016, -0.015], [0.036, 0.076, 0.006], [-0.071, -0.093, -0.001], [-0.051, 0.094, 0.021], [-0.064, -0.054, -0.040], [0.091, -0.203, 0.016], [0.003, 0.036, -0.112], [0.008, -0.214, -0.030], [-0.148, 0.149, -0.117], [0.115, -0.134, -0.060], [-0.003, 0.032, -0.040], [0.095, -0.030, 0.040], [-0.038, 0.035, 0.042], [0.035, -0.120, 0.023], [0.015, -0.004, -0.006], [-0.025, -0.031, -0.022], [0.140, 0.222, 0.052], [-0.019, 0.319, -0.097], [-0.031, 0.008, -0.012], [0.017, 0.023, 0.007], [0.000, -0.039, 0.016], [-0.005, -0.031, -0.033], [-0.066, 0.012, 0.036], [0.017, 0.031, -0.002], [-0.027, 0.006, 0.086], [-0.037, 0.048, 0.047], [-0.011, -0.012, -0.013], [-0.143, -0.135, 0.031], [0.023, -0.099, -0.027], [-0.014, 0.014, 0.000], [-0.028, -0.028, 0.002], [-0.015, 0.004, -0.014], [0.065, 0.072, 0.014], [-0.127, -0.086, -0.033], [0.027, 0.048, 0.089], [-0.069, 0.179, 0.048], [0.023, 0.027, 0.016], [0.023, -0.190, 0.015], [0.000, 0.069, -0.035], [0.002, 0.056, -0.040], [-0.018, -0.008, -0.006], [0.010, -0.015, 0.021], [0.014, 0.012, -0.019], [0.019, -0.001, -0.040], [-0.002, -0.007, 0.008], [-0.003, -0.002, 0.020], [-0.023, -0.002, -0.003], [0.021, 0.058, -0.008], [-0.026, -0.003, -0.038], [0.013, -0.011, -0.020], [0.013, -0.032, 0.001], [0.012, -0.005, 0.032], [-0.002, -0.022, -0.009], [-0.016, 0.024, -0.026], [0.014, 0.009, 0.032], [0.008, -0.038, 0.094], [0.000, 0.029, -0.014], [0.025, -0.016, 0.040], [-0.009, -0.031, -0.291], [-0.148, 0.019, 0.159], [0.172, -0.086, 0.069], [-0.015, 0.012, -0.054], [-0.053, -0.118, 0.092], [0.033, -0.069, 0.019], [-0.003, 0.038, -0.018], [0.031, -0.007, 0.054], [0.003, -0.045, -0.027], [0.011, 0.009, -0.008], [0.027, 0.026, 0.037], [-0.035, 0.035, 0.014], [0.004, 0.038, -0.027], [0.044, 0.004, 0.016], [0.007, 0.033, -0.037], [0.006, -0.043, -0.014], [-0.002, -0.012, -0.013], [0.020, 0.025, -0.007], [0.006, 0.040, -0.006], [-0.070, 0.051, 0.074], [-0.005, 0.035, -0.029], [0.014, 0.040, -0.058], [-0.069, 0.016, 0.051], [-0.017, -0.021, 0.001], [0.053, -0.018, -0.006], [-0.006, 0.035, -0.038], [-0.019, 0.011, 0.028], [-0.007, 0.037, -0.041], [0.032, 0.018, 0.013]],
  "mulliken_spin": [2.52, 0.01, -0.07, -0.01, 0.06, 0.14, 0.06, -0.03, 0.00, -0.01, 0.00, 0.04, 0.00, -0.01, 0.00, 0.03, 0.00, 0.03, 0.10, 0.29, -0.05, -0.02, 0.00, -0.02, 0.00, 0.05, 0.00, -0.02, 0.00, 0.04, 0.00, 0.01, -0.01, 0.02, 0.00, -0.01, 0.01, 0.02, -0.04, 0.00, -0.04, 0.01, 0.00, 0.00, 0.00, -0.01, 0.02, 0.18, 0.04, -0.01, -0.01, 0.03, 0.00, 0.00, 0.00, 0.00, 0.00, 0.00, 0.00, 0.00, 0.00, 0.01, 0.01, 0.00, 0.00, 0.00, 0.00, 0.00, 0.03, 0.01, 0.00, 0.05, 0.48, 0.06, 0.02, 0.01, 0.03, 0.00, 0.00, 0.00, 0.00, 0.00, -0.01, 0.00, 0.00, 0.00, 0.00, 0.00, 0.04, -0.02, 0.01, -0.01, 0.00, 0.00, -0.01, 0.00, 0.00, 0.00, 0.00, 0.00]
}

***

2.
{
  "formula": "C31H47InNO3P2S",
  "method": "ωB97M-V with the def2-TZVPD basis set",
  "relative_energy_kcal_mol": 0.0,
  "homo_lumo_gap_ev": [5.95, 5.95],
  "e_homo_ev": [-9.307, -9.240],
  "charge": 1,
  "e_tot_ha": -2760.6508,
  "elements": ["In", "C", "C", "C", "C", "C", "C", "H", "H", "H", "C", "H", "H", "H", "C", "H", "H", "H", "C", "H", "H", "H", "C", "H", "H", "H", "C", "C", "C", "C", "C", "C", "C", "C", "H", "H", "H", "H", "H", "H", "H", "H", "H", "H", "H", "H", "P", "P", "C", "C", "H", "H", "H", "H", "C", "H", "H", "H", "C", "H", "H", "H", "C", "H", "H", "H", "C", "H", "H", "H", "O", "C", "N", "S", "O", "O", "C", "C", "C", "C", "C", "C", "H", "H", "H", "H"],
  "coordinates": [[1.0317, -0.3896, 0.1380], [3.2857, 1.0713, -1.9943], [2.8455, 2.3146, -1.4615], [4.2170, 1.3176, 0.0996], [4.1447, 0.4577, -1.0317], [3.4145, 2.4641, -0.1681], [2.9340, 0.4872, -3.3059], [2.0926, 1.0211, -3.7705], [2.6631, -0.5759, -3.2051], [3.7886, 0.5490, -3.9992], [4.8400, -0.8354, -1.1922], [4.1818, -1.5908, -1.6460], [5.1619, -1.2254, -0.2167], [5.7304, -0.7330, -1.8303], [4.9700, 1.0325, 1.3350], [6.0534, 1.0315, 1.1388], [4.6867, 0.0582, 1.7584], [4.7638, 1.7959, 2.0943], [3.2349, 3.6115, 0.7480], [4.1329, 4.2489, 0.7595], [3.0663, 3.2684, 1.7794], [2.3857, 4.2370, 0.4444], [1.9873, 3.3056, -2.1548], [2.6114, 4.0794, -2.6270], [1.3031, 3.8142, -1.4583], [1.3932, 2.8323, -2.9478], [-5.0178, -0.8338, -1.5903], [-4.7620, -0.0733, -2.6661], [-5.5633, 1.1227, -3.0771], [-6.0973, 2.0070, -1.9186], [-5.1486, 2.2299, -0.7796], [-5.1184, 1.5276, 0.3606], [-5.8259, 0.2319, 0.6248], [-6.1427, -0.6315, -0.6260], [-6.4383, 0.8141, -3.6754], [-7.0558, 1.6039, -1.5643], [-4.9485, 1.7480, -3.7426], [-7.0349, -0.2329, -1.1246], [-4.4693, -1.7691, -1.4419], [-4.0049, -0.3882, -3.3945], [-6.4178, -1.6317, -0.2511], [-5.2062, -0.3608, 1.3193], [-4.5859, 1.9402, 1.2281], [-6.7772, 0.4099, 1.1539], [-6.3196, 2.9932, -2.3579], [-4.5050, 3.1089, -0.8952], [-1.2520, -0.5402, -0.8710], [-0.2914, 1.1275, 1.8403], [-2.4592, -0.1433, 0.4554], [-1.9161, 0.2574, 1.8389], [-3.1081, -1.0292, 0.5607], [-3.0877, 0.6599, 0.0397], [-2.6344, 0.9242, 2.3412], [-1.7873, -0.6418, 2.4563], [0.1599, 1.1491, 3.6005], [1.0573, 1.7631, 3.7403], [0.3797, 0.1323, 3.9585], [-0.6728, 1.5703, 4.1864], [-0.6788, 2.8257, 1.2835], [-1.5392, 3.2156, 1.8460], [-0.9195, 2.8430, 0.2086], [0.1943, 3.4763, 1.4486], [-1.6672, -2.1724, -1.5237], [-0.8884, -2.4810, -2.2322], [-2.6399, -2.1559, -2.0333], [-1.6958, -2.9031, -0.7017], [-1.4988, 0.7433, -2.1403], [-1.2082, 1.7339, -1.7598], [-2.5515, 0.7802, -2.4532], [-0.8708, 0.5043, -3.0081], [2.0855, -2.7328, -0.7098], [2.2561, -2.9006, 0.5272], [1.7785, -1.9548, 1.3820], [2.2387, -2.0344, 2.9773], [3.1882, -0.9799, 3.2413], [1.0677, -2.1418, 3.8154], [3.0456, -3.5794, 2.6469], [3.7723, -4.3228, 3.5691], [4.4239, -5.4798, 3.1072], [4.3697, -5.8299, 1.7469], [3.6372, -5.0647, 0.8371], [2.9608, -3.9299, 1.3035], [3.8214, -4.0025, 4.6077], [4.9941, -6.0974, 3.8040], [4.8995, -6.7232, 1.4108], [3.5563, -5.3291, -0.2154]],
  "atomic_forces_ev_per_a": [[1.580, 0.770, -0.515], [-1.172, 1.606, 0.175], [0.244, -0.660, 0.253], [0.158, -2.196, -1.982], [0.567, 0.998, 2.996], [-0.476, 0.038, -1.366], [-0.183, -0.064, -0.403], [0.273, -0.183, 0.083], [0.144, 0.256, -0.064], [-0.201, -0.088, 0.131], [0.150, -0.561, -0.013], [0.221, 0.163, 0.050], [0.017, 0.084, -0.251], [-0.128, -0.095, 0.127], [0.407, -0.035, 0.520], [-0.232, -0.027, 0.196], [0.206, 0.292, -0.053], [0.150, -0.204, -0.035], [-0.189, 0.252, 0.185], [-0.207, -0.123, 0.054], [0.087, 0.121, -0.165], [0.229, -0.068, 0.068], [-0.107, 0.426, -0.256], [-0.323, -0.034, 0.010], [0.094, -0.095, -0.240], [0.048, 0.200, 0.182], [0.202, 0.002, -0.808], [-0.395, -0.882, 0.210], [-0.086, 0.588, -0.048], [-0.215, 0.003, -0.593], [0.023, 0.165, 0.531], [-0.181, 0.666, -0.142], [-0.251, -0.256, -0.010], [-0.463, -0.256, 0.589], [0.361, -0.018, 0.058], [0.385, 0.288, -0.032], [-0.147, -0.163, 0.137], [0.322, -0.253, 0.087], [0.019, 0.407, -0.079], [-0.177, -0.043, 0.358], [-0.077, 0.355, -0.117], [-0.200, 0.188, -0.156], [0.152, -0.175, -0.454], [0.283, -0.026, -0.050], [-0.042, -0.312, 0.197], [-0.207, -0.162, 0.308], [-0.517, -0.129, 0.288], [-0.129, -0.404, 0.114], [-0.458, 0.003, -0.189], [0.068, 0.066, 0.015], [0.185, 0.389, -0.037], [0.173, -0.334, 0.173], [0.045, -0.316, -0.050], [0.052, 0.245, -0.006], [-0.143, 0.348, 0.196], [-0.181, -0.112, 0.000], [-0.111, 0.273, -0.252], [0.313, -0.084, -0.112], [0.069, 0.133, 0.134], [0.242, -0.042, -0.121], [0.114, -0.088, 0.384], [-0.294, -0.226, -0.069], [-0.248, -0.184, -0.444], [-0.160, 0.040, 0.164], [0.346, -0.083, 0.104], [0.047, 0.290, -0.204], [0.044, -0.066, -0.280], [0.031, -0.381, -0.034], [0.371, -0.043, 0.211], [-0.089, 0.121, 0.172], [0.236, -0.931, 2.022], [-0.636, 1.207, -1.296], [-0.739, 0.694, 0.143], [-0.086, -0.192, -1.217], [-0.512, -0.531, 0.197], [0.576, -0.001, -0.255], [0.594, -0.521, 0.853], [-0.057, -0.280, -0.341], [-0.134, 0.379, -0.214], [-0.148, 0.000, 0.307], [-0.326, 0.311, 0.222], [0.963, -0.829, -0.104], [0.055, -0.172, -0.186], [-0.187, 0.225, -0.239], [-0.187, 0.303, 0.060], [0.151, 0.035, 0.219]],
  "mulliken_charge": [0.50, 0.41, 0.55, 0.63, 0.55, 0.59, -1.31, 0.31, 0.24, 0.33, -1.39, 0.28, 0.32, 0.40, -1.37, 0.30, 0.17, 0.40, -1.49, 0.33, 0.30, 0.40, -1.63, 0.30, 0.32, 0.36, 0.03, -0.71, -0.88, -0.92, -0.16, -0.52, -0.38, -1.26, 0.37, 0.31, 0.33, 0.33, 0.57, 0.80, 0.42, 0.28, 0.43, 0.45, 0.40, 0.42, 0.45, 0.79, 0.10, -1.34, 0.64, -0.70, 0.56, 0.32, -1.24, 0.37, 0.31, 0.46, -1.07, 0.47, 0.09, 0.35, -1.42, 0.45, 0.33, 0.45, -0.72, 0.11, -0.12, 0.51, -0.76, 0.94, 0.02, 0.99, -0.57, -0.66, 0.40, -0.68, -0.58, -0.49, -0.61, -0.10, 0.47, 0.40, 0.40, 0.51]
}